Record 1
Molecular formula: C29H29GeN4O2PdS
Method: DFT, ωB97M-V with the def2-TZVPD basis set

Summary:
* gap between HOMO and LUMO (alpha / beta): 6.0 / 6.0 eV
* total charge: +1
* F_max: 0.051 hartree/bohr
* energy relative to the best compared isomer or geometry (same formula, charge and spin): 37.7 kcal/mol

```
67
Properties=species:S:1:pos:R:3:forces:R:3
Pd -0.1646 1.5148 -0.0798 1.103 1.507 -1.839
Ge 0.3568 -2.2928 -0.2145 0.088 -0.470 -0.089
S 0.0959 3.1218 -1.9704 0.386 -1.066 0.645
O 0.3560 -0.1233 1.2975 0.537 0.369 -0.366
O -1.6841 0.6240 1.3335 -0.698 -0.632 0.744
N -1.9938 4.5008 -2.7652 0.095 -0.107 0.297
N -1.0505 3.7574 0.5393 0.497 -0.241 0.847
N 0.8642 2.6787 1.8888 -0.457 -0.196 -0.376
N -1.7499 4.2913 -0.4758 -0.682 0.485 -0.426
C -0.2968 -2.6747 1.6762 0.297 -0.128 -0.632
C -1.1014 -1.2139 -1.0525 0.421 -0.360 0.292
C 4.7706 -0.5943 -1.1348 0.046 0.004 -0.042
C 3.2298 -2.3926 -0.7476 -0.173 -0.061 0.027
C -1.7274 5.3608 2.2889 -0.057 -0.065 -0.053
C -2.4211 -1.5595 -0.7883 0.184 -0.170 0.002
C 0.8838 -5.3636 -3.1285 0.068 -0.031 -0.132
C 0.0223 3.4812 2.5590 0.525 -0.409 0.344
C 4.5058 -1.9496 -1.0484 0.200 -0.029 0.025
C -1.9255 0.6318 -2.3985 -0.307 0.043 -0.129
C 2.1795 -1.4958 -0.5705 -0.927 -0.525 0.208
C 2.0435 2.2377 3.9066 -0.108 0.196 0.008
C -3.2274 0.3118 -2.0521 0.167 0.169 -0.188
C 3.7446 0.3132 -0.9352 -0.056 0.038 -0.046
C -1.3155 3.9973 -1.7287 -0.447 0.568 0.344
C 1.1644 3.0379 4.6141 0.119 -0.172 -0.171
C -0.5514 -5.0380 -0.7965 -0.115 0.000 0.178
C 0.9775 -4.1831 -2.4125 0.075 0.120 -0.076
C 0.1408 3.6740 3.9319 -0.049 0.058 -0.436
C -0.9744 4.1942 1.7367 -0.551 0.277 -0.959
C -1.2397 -1.5951 2.2043 0.128 0.033 -0.094
C -0.6607 -6.2185 -1.5094 -0.051 -0.139 -0.058
C 0.0688 -6.3862 -2.6736 -0.034 -0.085 -0.043
C -0.8522 -0.1117 -1.8829 0.550 0.391 0.189
C 2.4603 -0.1392 -0.6788 -0.278 0.497 0.167
C -0.8579 -0.2743 1.5960 -1.303 0.297 0.990
C -3.4755 -0.8007 -1.2624 0.044 0.039 0.007
C 0.2733 -4.0095 -1.2284 0.120 0.660 0.413
C 1.8519 2.0867 2.5380 0.154 -0.137 0.105
H 3.9406 1.3753 -0.9797 0.011 0.088 -0.061
H 5.7665 -0.2438 -1.3597 0.102 0.007 -0.006
H -4.0482 0.8961 -2.4389 -0.087 0.039 -0.059
H -2.6258 -2.4537 -0.2157 -0.067 -0.030 0.105
H -1.3125 -7.0067 -1.1585 -0.008 -0.035 0.028
H 2.5218 1.4696 1.9505 -0.110 -0.072 -0.004
H -4.4926 -1.0776 -1.0264 -0.070 -0.035 0.012
H -1.1671 -1.5165 3.2919 -0.070 0.043 -0.002
H -2.6251 5.0218 2.8053 -0.078 -0.017 0.037
H -2.0221 6.0452 1.4973 -0.055 0.080 -0.038
H -1.1239 5.9165 2.9992 0.061 0.051 0.026
H -0.0012 -7.3098 -3.2281 -0.010 -0.081 -0.055
H -1.1229 -4.9234 0.1122 -0.083 -0.057 0.114
H 1.6080 -3.3853 -2.7789 0.117 0.041 -0.083
H -0.7989 -3.6405 1.7098 0.108 -0.054 -0.065
H 0.5865 -2.7576 2.3067 0.087 0.028 -0.033
H 2.8637 1.7415 4.3972 0.114 -0.075 0.023
H -2.8545 5.0115 -2.6598 0.024 0.096 0.023
H -2.2792 -1.7985 1.9518 0.014 0.065 0.098
H -1.6517 4.3264 -3.6957 -0.030 -0.031 0.025
H 1.6773 0.6264 -0.5284 0.622 -0.574 -0.153
H 3.0451 -3.4533 -0.6493 0.025 -0.104 -0.072
H 5.2973 -2.6656 -1.2122 0.079 -0.067 0.036
H -1.7311 1.4034 -3.1331 -0.028 0.037 0.146
H 1.2733 3.1787 5.6776 0.019 -0.022 0.116
H 0.1527 0.0308 -2.2960 -0.250 0.041 0.128
H -0.5444 4.3121 4.4610 -0.150 0.108 0.060
H 1.4487 -5.4884 -4.0421 0.020 0.003 -0.044
H -2.5002 4.9666 -0.3339 0.177 -0.202 0.022
```
Forces are in eV/Å.

Record 2
Molecular formula: C14H26N2O2
Method: DFT, ωB97M-V with the def2-TZVPD basis set

Summary:
* SMILES string: CCCCNC(=O)[C@H]1CC(=O)N(CCC(C)C)C1
* gap between HOMO and LUMO: 9.7 eV
* F_max: 0.013 hartree/bohr
* energy relative to the best compared isomer or geometry (same formula, charge and spin): 1.3 kcal/mol

```
44
Properties=species:S:1:pos:R:3:forces:R:3
O 1.9209 1.0733 2.6460 0.083 0.305 0.229
O -0.8796 -0.7901 -1.6085 -0.423 0.022 0.013
N 1.0451 -0.2576 -2.6599 0.252 0.091 -0.322
N 0.7868 -0.7985 2.0072 0.017 -0.271 -0.055
C 1.5371 0.5646 0.2855 0.085 -0.002 0.094
C -1.7551 0.7967 2.9130 0.122 -0.014 0.252
C 1.4650 0.3431 1.7931 0.262 0.140 -0.340
C 0.5889 1.5686 -4.2453 -0.013 -0.203 -0.249
C -1.6855 -0.2170 4.0521 -0.184 -0.177 -0.160
C 1.1640 -0.7955 -0.3198 -0.313 0.052 0.039
C 0.5261 -1.3389 3.3164 -0.121 -0.108 0.268
C 0.3208 -0.6238 -1.5821 0.547 -0.233 0.306
C 0.3822 -1.4859 0.8045 -0.307 -0.131 -0.230
C -3.0956 -0.5625 4.5304 0.288 0.102 0.043
C 0.0547 1.9340 -5.6297 -0.061 0.052 0.209
C -1.4554 1.7663 -5.7496 0.229 0.022 -0.084
C -0.9607 -1.5055 3.6464 0.255 0.310 0.154
C 0.4462 0.0784 -3.9326 -0.111 0.238 -0.074
H -1.0290 -2.2098 4.4788 -0.024 -0.080 -0.032
H 0.8008 1.3294 0.0260 0.010 0.036 0.012
H -1.7432 0.7231 -5.6543 -0.122 -0.103 0.011
H -3.6710 -1.0073 3.7210 -0.109 -0.065 -0.101
H -3.0629 -1.2687 5.3574 -0.056 -0.094 0.088
H -0.7708 1.1925 2.6847 0.073 0.114 -0.081
H -1.4729 -1.9566 2.7942 -0.111 -0.105 -0.022
H 1.0156 -2.3196 3.3875 0.014 0.108 0.019
H 2.0682 -1.3603 -0.5633 -0.054 0.038 0.033
H 1.6475 1.8388 -4.1912 0.015 0.034 0.078
H 2.0308 -0.0761 -2.5542 -0.076 -0.073 0.132
H 0.5512 1.3168 -6.3820 0.076 0.047 -0.065
H 0.9994 -0.6598 4.0302 0.013 -0.115 -0.030
H -2.3919 1.6318 3.1974 -0.067 0.110 -0.019
H -0.6051 -0.2022 -3.8561 0.121 -0.044 -0.094
H -1.7970 2.1251 -6.7177 -0.114 -0.004 -0.064
H 0.0571 2.1439 -3.4848 0.032 0.032 0.086
H -1.1374 0.2368 4.8853 0.018 -0.031 -0.002
H -0.6923 -1.3684 0.6167 0.153 -0.120 0.023
H 0.6097 -2.5533 0.8792 -0.020 0.029 -0.021
H -1.9632 2.3356 -4.9747 -0.116 0.047 0.085
H -2.1713 0.3419 2.0162 -0.076 -0.060 -0.155
H 0.9204 -0.5157 -4.7213 -0.107 0.020 0.004
H -3.6139 0.3324 4.8664 -0.112 0.075 0.032
H 0.3128 2.9754 -5.8345 0.059 -0.036 -0.075
H 2.5221 0.9251 -0.0056 -0.031 0.046 0.063
```
Forces are in eV/Å.

Record 3
Molecular formula: C6H14S
Method: DFT, ωB97M-V with the def2-TZVPD basis set

Summary:
* SMILES string: C=[S@@H](C)=C(C)CC
* gap between HOMO and LUMO: 7.5 eV
* F_max: 0.069 hartree/bohr
* energy relative to the best compared isomer or geometry (same formula, charge and spin): 147.5 kcal/mol

```
21
Properties=species:S:1:pos:R:3:forces:R:3
S 1.3272 -0.3812 0.2482 -0.065 -0.246 -2.130
C -0.3206 -0.6804 0.1171 1.957 0.217 -1.798
C 2.5378 -0.5706 -1.3467 -0.703 2.008 2.819
C -1.0649 -0.6268 1.3441 -0.751 0.556 1.498
C -2.2163 0.5749 -1.1330 1.627 -1.044 0.013
C 1.6620 1.3679 0.9183 1.829 -1.591 -0.421
C -1.1894 -0.5935 -1.1433 -0.310 -0.608 2.447
H 2.6442 -1.6468 -1.4655 0.218 -0.179 0.390
H -1.6075 -1.6243 -1.0977 -0.665 0.832 -0.500
H -0.4024 -0.6611 2.1977 -0.003 -0.740 0.664
H -1.5337 0.3526 1.4935 -0.325 0.010 0.098
H 1.8247 2.0408 0.1226 -0.149 0.570 -1.122
H -0.5405 -0.5946 -1.9249 1.621 0.162 -2.738
H 1.6074 -1.0674 1.4007 -0.016 0.401 -0.059
H -3.1010 0.3151 -1.6316 -1.498 -0.612 -0.345
H 2.3858 1.5595 1.6875 0.720 -0.491 0.347
H -1.8722 -1.3760 1.3361 0.274 0.063 0.415
H 0.7364 1.4031 1.3392 -2.656 1.034 1.172
H -2.3489 0.7630 -0.0969 -0.912 0.571 0.617
H -1.9193 1.4850 -1.6209 0.817 0.349 -0.145
H 3.3913 -0.0393 -0.7445 -1.009 -1.262 -1.225
```
Forces are in eV/Å.